Density functional theory data (ωB97M-V/def2-TZVPD) for a structure of composition C30H47Cl2FeN4O8Si.

The geometry in XYZ format:
```
93
Properties=species:S:1:pos:R:3
C 2.893 4.396 -0.864
C 4.042 3.712 -1.554
H 3.193 4.865 0.088
H 2.105 3.664 -0.680
H 2.487 5.203 -1.493
C 5.278 4.241 -1.582
C 5.666 5.564 -1.008
H 6.097 3.732 -2.087
H 5.331 5.681 0.030
H 5.244 6.414 -1.562
H 6.746 5.693 -1.027
Fe -1.545 0.644 -0.064
Cl -0.590 2.025 -1.521
C -1.336 -1.830 -1.725
O -1.096 -1.215 -0.638
N -0.743 -2.966 -2.076
C 0.133 -3.728 -1.181
C -0.637 -3.324 -3.491
H -2.083 -1.492 -2.441
H -0.278 -3.779 -0.171
H 1.158 -3.325 -1.186
H 0.196 -4.745 -1.588
H -1.590 -3.132 -3.982
H -0.370 -4.382 -3.558
H 0.151 -2.754 -3.978
H -4.413 -4.581 1.699
H -6.400 -2.801 2.406
C -3.828 -4.144 2.523
C -5.702 -2.673 3.256
N -4.314 -2.812 2.845
H -2.776 -4.099 2.241
C -3.511 -1.721 2.761
O -2.368 -1.724 2.309
H -5.856 -1.656 3.666
H -3.985 -0.791 3.142
H -3.947 -4.812 3.386
H -5.942 -3.438 4.016
H -1.083 2.251 4.660
H 0.833 1.995 2.462
C -0.340 1.625 5.165
C 1.347 1.651 3.376
N 0.409 0.881 4.190
H -0.846 0.937 5.846
C -0.092 -0.303 3.690
O 0.282 -0.839 2.658
H 2.223 1.040 3.110
H -0.897 -0.727 4.318
H 0.348 2.275 5.710
H 1.663 2.528 3.951
O 3.174 1.553 -1.089
C 3.737 2.338 -2.160
C 6.066 1.268 -2.221
C 4.898 1.668 -2.890
H 6.189 1.456 -1.141
C 7.078 0.601 -2.929
H 2.888 2.530 -2.845
C 4.799 1.519 -4.276
H 7.979 0.263 -2.410
C 6.936 0.364 -4.304
C 5.825 0.880 -4.988
H 3.910 1.911 -4.778
H 7.672 -0.237 -4.859
H 5.738 0.789 -6.070
Si 3.141 -0.114 -0.732
Cl -1.545 1.920 1.894
C 4.771 -0.550 0.065
C 2.963 -1.083 -2.316
C 1.764 -0.324 0.455
H 5.598 -0.558 -0.659
H 4.707 -1.553 0.512
H 5.034 0.157 0.869
H 1.912 0.258 1.376
H 1.657 -1.379 0.716
H 0.845 0.037 -0.009
H 3.864 -0.971 -2.930
H 2.101 -0.749 -2.909
H 2.837 -2.159 -2.130
O -3.980 -1.518 -1.531
C -4.234 -0.562 -0.764
O -3.419 0.380 -0.350
C -5.611 -0.392 -0.185
C -5.911 0.666 0.696
C -7.165 0.747 1.297
C -8.070 -0.308 1.096
C -7.877 -1.236 0.047
C -6.632 -1.286 -0.544
N -8.878 -0.723 2.194
O -9.009 0.075 3.152
O -9.361 -1.884 2.184
H -5.135 1.378 0.954
H -7.400 1.557 1.989
H -8.673 -1.923 -0.212
H -6.446 -2.037 -1.315
```

Expectation value of S²: 6.010
Spin multiplicity: 5
Net charge: -1
Orbital gap (spin up / spin down): 0.234 / 0.197 Eh
Energy relative to the best compared isomer or geometry (same formula, charge and spin): 0.00 kcal/mol

Mulliken population analysis, charges in e, atoms 1 to 8: -1.464, 0.351, 0.360, 0.224, 0.309, 0.087, -1.448, 0.284

Density functional theory data (ωB97M-V/def2-TZVPD) for the molecule C23H23N5O3S2.

The geometry in XYZ format:
```
56
Properties=species:S:1:pos:R:3
C -6.353 -1.092 -0.589
O -5.434 -0.029 -0.560
C -4.126 -0.296 -0.812
C -3.603 -1.550 -1.075
C -2.245 -1.720 -1.311
C -1.396 -0.627 -1.282
C 0.037 -0.737 -1.509
N 0.715 0.020 -2.330
N 2.007 -0.319 -2.256
C 2.108 -1.274 -1.374
S 3.610 -1.941 -0.788
C 4.687 -0.481 -1.077
C 5.184 -0.444 -2.512
C 3.952 0.807 -0.733
O 4.111 1.831 -1.354
N 3.119 0.750 0.349
C 2.176 1.725 0.557
N 1.217 1.599 1.411
C 0.400 2.680 1.373
C 0.745 3.638 0.478
S 2.175 3.188 -0.383
N 0.886 -1.605 -0.867
C 0.624 -2.507 0.233
C 0.672 -1.759 1.544
C 1.848 -1.706 2.283
C 1.899 -0.983 3.462
C 0.778 -0.310 3.912
C -0.396 -0.363 3.182
C -0.449 -1.080 2.001
C -1.914 0.648 -1.041
C -3.263 0.827 -0.804
O -3.858 2.021 -0.554
C -3.063 3.182 -0.599
H -6.126 -1.844 0.174
H -6.385 -1.571 -1.573
H -7.323 -0.646 -0.375
H -4.246 -2.415 -1.109
H -1.872 -2.704 -1.549
H 5.515 -0.623 -0.376
H 5.721 -1.358 -2.752
H 5.843 0.410 -2.643
H 4.333 -0.329 -3.180
H 2.996 -0.098 0.895
H -0.442 2.700 2.042
H 0.251 4.566 0.274
H 1.385 -3.293 0.207
H -0.362 -2.952 0.090
H 2.718 -2.252 1.943
H 2.818 -0.948 4.029
H 0.820 0.255 4.831
H -1.276 0.157 3.530
H -1.366 -1.113 1.429
H -1.229 1.479 -1.042
H -2.601 3.313 -1.582
H -3.744 4.009 -0.405
H -2.281 3.166 0.167
```

Orbital gap: 0.314 Eh
Energy relative to the best compared isomer or geometry (same formula, charge and spin): 30.64 kcal/mol

natural (NBO) population analysis, charges in e, atoms 1 to 8: -0.251, -0.479, 0.260, -0.299, -0.206, -0.118, 0.374, -0.279

Density functional theory data (ωB97M-V/def2-TZVPD) for a structure of composition C40H38BiN3O3PS6.

The geometry in XYZ format:
```
92
Properties=species:S:1:pos:R:3
Bi -1.401 1.014 -0.134
C -4.505 -0.956 -0.891
C -3.960 -1.580 0.391
C -5.062 -2.275 1.185
C -2.801 -2.552 0.136
C -3.187 -3.793 -0.689
O -2.308 -3.740 -1.825
C -1.508 -2.670 -1.676
N -1.701 -1.944 -0.636
C -0.490 -2.523 -2.743
C -0.603 -3.383 -3.839
C 0.331 -3.367 -4.858
C 1.404 -2.496 -4.786
C 1.526 -1.633 -3.708
C 0.589 -1.623 -2.678
P 0.864 -0.546 -1.200
C 1.901 0.770 -1.938
C 1.172 1.614 -2.780
C 1.793 2.635 -3.477
C 3.161 2.825 -3.347
C 3.896 1.991 -2.517
C 3.271 0.971 -1.811
C 1.862 -1.709 -0.196
C 3.156 -2.123 -0.511
C 3.818 -3.022 0.311
C 3.186 -3.556 1.426
C 1.877 -3.200 1.711
C 1.224 -2.273 0.911
H -5.248 -0.193 -0.651
H -4.999 -1.708 -1.512
H -3.714 -0.497 -1.490
H -3.555 -0.778 1.026
H -5.531 -3.062 0.589
H -5.843 -1.570 1.467
H -4.668 -2.727 2.099
H -2.409 -2.860 1.112
H -4.213 -3.779 -1.050
H -3.010 -4.728 -0.162
H -1.431 -4.075 -3.876
H 0.224 -4.038 -5.701
H 2.155 -2.486 -5.567
H 2.362 -0.950 -3.681
H 0.106 1.446 -2.923
H 1.210 3.285 -4.118
H 3.651 3.623 -3.890
H 4.968 2.121 -2.427
H 3.864 0.352 -1.156
H 3.644 -1.783 -1.414
H 4.831 -3.320 0.069
H 3.709 -4.257 2.063
H 1.359 -3.649 2.549
H 0.205 -1.985 1.128
C 6.808 1.772 2.651
C 5.387 2.103 2.286
C 4.993 3.412 2.021
C 3.684 3.714 1.689
C 2.752 2.690 1.597
C 3.121 1.375 1.849
C 4.431 1.092 2.198
S 1.079 3.168 1.255
O 0.633 3.928 2.381
O 0.941 3.706 -0.064
N 0.231 1.739 1.180
C -0.098 0.971 2.264
C 0.304 1.077 3.599
C -0.219 0.174 4.497
C -1.111 -0.823 4.080
C -1.478 -0.860 2.762
N -0.974 0.017 1.881
H 7.343 2.645 3.023
H 7.346 1.400 1.776
H 6.839 0.993 3.412
H 5.720 4.214 2.085
H 3.380 4.739 1.510
H 2.409 0.567 1.763
H 4.716 0.064 2.392
H 0.968 1.874 3.897
H 0.050 0.251 5.542
H -1.507 -1.541 4.782
H -2.188 -1.584 2.378
C -4.404 3.831 -2.296
S -4.477 4.597 -0.648
C -5.073 3.221 0.269
C -4.318 2.462 1.091
S -2.609 2.685 1.427
S -5.167 1.212 1.972
C -6.743 1.451 1.257
S -8.033 0.526 1.611
S -6.772 2.810 0.176
H -4.037 4.599 -2.975
H -5.391 3.504 -2.612
H -3.707 2.994 -2.277
```

Net charge: +1
Orbital gap: 0.234 Eh

natural (NBO) population analysis, charges in e, atoms 1 to 8: 1.719, -0.624, -0.221, -0.620, -0.084, -0.095, -0.477, 0.583

Density functional theory data (ωB97M-V/def2-TZVPD) for a cluster of 2 separate species, C5H13N2OS4 in total.

The geometry in XYZ format:
```
25
Properties=species:S:1:pos:R:3
C -0.645 -0.617 0.282
C -3.811 1.345 -0.717
C 3.005 0.070 0.692
C 1.162 3.328 0.790
C -0.967 -3.596 -1.597
N -1.596 0.319 0.356
N 0.615 -0.187 0.198
O -1.117 -1.850 0.408
S -3.259 0.060 0.470
S 1.873 -1.072 -0.147
S 0.554 2.246 -0.484
S -0.172 -3.276 0.031
H -3.334 2.208 -0.377
H -4.872 1.468 -1.072
H -3.254 1.039 -1.597
H 3.999 -0.376 0.701
H 2.610 0.515 1.545
H 2.947 1.089 0.192
H 2.199 3.502 0.745
H 0.612 3.277 1.692
H 0.726 4.296 0.506
H -0.498 -3.003 -2.426
H -2.091 -3.471 -1.603
H -0.748 -4.699 -1.700
H -1.206 1.214 0.081
```

Net charge: +1
Orbital gap (spin up / spin down): 0.259 / 0.228 Eh
Energy relative to the best compared isomer or geometry (same formula, charge and spin): 30.83 kcal/mol

natural (NBO) population analysis, charges in e, atoms 1 to 8: 0.744, -0.750, -0.802, -0.812, -0.776, -0.718, -0.721, -0.592

Largest force on an atom across the listed records, respectively: 3.482; 1.247; 0.829; 2.733 eV/A.